Entry 1:
Below is a cluster of 2 separate species, C6H9N2O2 in total at a distorted geometry, with properties calculated with ωB97M-V with the def2-TZVPD basis set.

Last column: Mulliken charge in e.
Element x y z (Å)
C 1.48474 -0.70683 2.85122  -1.04
C -1.28049 -0.62897 0.60290  -0.41
C 0.51143 -0.76031 1.70949  0.79
C 0.76337 -1.27861 0.45591  -0.59
N -0.78411 -0.36681 1.80817  -0.79
N -0.40307 -1.19460 -0.25735  -0.48
H -2.24064 -0.45749 0.13470  0.49
H -0.60576 -0.71146 -1.68576  0.53
H 1.72097 -1.43533 -0.02276  0.33
H 0.97122 -0.92537 3.78211  0.29
H 2.04218 0.23068 2.95789  0.22
H 2.30106 -1.41114 2.66866  0.28
C -0.46288 1.72914 -1.69722  -0.88
C -0.94329 0.86116 -2.79747  0.63
O -1.43804 1.37012 -3.79004  -0.65
O -0.76267 -0.42121 -2.69463  -0.57
H 0.59418 1.74810 -1.44532  0.29
H -0.85874 1.56378 -0.68962  0.23
H -0.60946 2.79515 -1.89088  0.33

**E_HOMO**: -4.0 eV
**Multiplicity**: 1
**DFT total energy**: -494.09745 a.u.
**Lowest unoccupied orbital energy**: 3.855 eV
**Gap between HOMO and LUMO**: 7.86 eV
**Charge**: -1
**Energy above the lowest of the compared OMol25 structures with the same formula, charge and spin**: 0.687 eV

***

Entry 2:
Below is the ion C6H9N2O3S with charge +1 at a distorted geometry, with properties calculated with ωB97M-V with the def2-TZVPD basis set.

Last column: Mulliken charge in e.
Element x y z (Å)
C -1.05597 -0.79178 -0.40121  -0.05
C -0.54130 0.43861 -0.24161  0.11
C -2.83878 2.16232 -0.14712  0.72
C -2.89609 -2.49760 -0.21353  -0.84
C 2.10878 2.64660 0.44504  -0.67
C 0.97206 0.68722 -0.16227  -0.58
N -2.31092 -1.16793 -0.13084  0.12
N -3.13879 -0.16612 0.21771  0.09
O -4.26333 -0.32825 0.60105  -0.47
O -3.89930 2.55601 -0.22769  -0.17
O 1.08524 2.07891 -0.32982  -0.34
S -1.23578 2.20366 -0.17290  0.05
H -0.34212 -1.49070 -0.44386  0.45
H -2.30126 -3.18077 0.36984  0.34
H -3.85330 -2.37844 0.18803  0.33
H -3.02391 -2.90338 -1.15580  0.37
H 2.12932 2.13873 1.48891  0.33
H 1.85070 3.68664 0.66446  0.28
H 3.04516 2.58947 -0.20488  0.26
H 1.32204 0.15407 0.76093  0.36
H 1.66274 0.24667 -1.07600  0.31

**E_HOMO**: -13.1 eV
**Multiplicity**: 1
**DFT total energy**: -966.97649 a.u.
**Lowest unoccupied orbital energy**: -4.896 eV
**Gap between HOMO and LUMO**: 8.24 eV
**Charge**: +1
**Energy above the lowest of the compared OMol25 structures with the same formula, charge and spin**: 1.921 eV

***

Entry 3:
Below is the ion C6H9N2S with charge +1 at a distorted geometry, with properties calculated with ωB97M-V with the def2-TZVPD basis set.

Last column: Mulliken charge in e.
Element x y z (Å)
C 1.73264 -1.54202 0.28653  -0.89
N 0.90462 -0.47802 -0.34078  0.02
C 1.33627 0.95231 -0.53475  -0.40
C 0.40474 1.76661 0.01149  -0.26
N -0.74848 1.19028 0.63760  -0.18
C -2.05523 1.20557 0.18407  -0.38
C -2.56808 0.10202 -0.35013  -0.26
S -1.59766 -1.34750 -0.31364  -0.06
C -0.32282 -0.44822 0.49760  -0.29
H 2.20361 -1.19848 1.23845  0.34
H 1.00378 -2.39941 0.38432  0.38
H 2.52819 -1.89919 -0.40132  0.33
H 0.45125 -0.94343 -1.24090  0.49
H 2.32778 1.19319 -0.89227  0.44
H 0.59842 2.79036 -0.00898  0.48
H -2.52960 2.14006 -0.06578  0.37
H -3.55001 -0.25606 -0.57182  0.42
H -0.11941 -0.82808 1.48030  0.46

**E_HOMO**: -12.5 eV
**Structure (SMILES)**: C[N@@H+]1C=CN2C=CS[C@H]21
**Multiplicity**: 1
**DFT total energy**: -741.36158 a.u.
**Lowest unoccupied orbital energy**: -3.215 eV
**Gap between HOMO and LUMO**: 9.26 eV
**Charge**: +1
**Energy above the lowest of the compared OMol25 structures with the same formula, charge and spin**: 2.705 eV

***

Entry 4:
Below is the ion C6H9N3 with charge +2 at a distorted geometry, with properties calculated with ωB97M-V with the def2-TZVPD basis set.

Last column: Mulliken charge in e.
Element x y z (Å)
C -3.56459 0.31849 0.02743  -0.82
C -2.31969 0.17192 0.00077  0.12
C -0.97446 0.18265 -0.07139  0.23
C 0.32604 1.05929 0.08789  0.56
N 0.77669 2.26179 0.02083  -0.27
N 1.02395 -0.10976 0.25587  -0.03
C 2.42510 -0.21456 -0.14198  -1.06
C -0.02724 -0.97518 0.01925  0.57
N 0.08418 -2.26839 0.02608  -0.26
H -4.15954 0.58519 0.86447  0.31
H -4.23914 0.07849 -0.67609  0.34
H 0.13785 2.94293 -0.34902  0.29
H 1.67600 2.39081 0.41285  0.28
H 2.95190 0.16663 0.70513  0.44
H 2.85676 -1.29322 -0.13853  0.34
H 2.68915 0.18782 -1.06805  0.39
H -0.61080 -2.87420 -0.37236  0.28
H 0.94785 -2.61069 0.39684  0.27

**E_HOMO**: -18.7 eV
**Structure (SMILES)**: C=C=C1C(=[NH2+])N(C)C1=[NH2+]
**Multiplicity**: 1
**DFT total energy**: -397.53803 a.u.
**Lowest unoccupied orbital energy**: -8.933 eV
**Gap between HOMO and LUMO**: 9.77 eV
**Charge**: +2
**Energy above the lowest of the compared OMol25 structures with the same formula, charge and spin**: 0.000 eV

***

Entry 5:
Below is the molecule C6H9N3O at a distorted geometry, with properties calculated with ωB97M-V with the def2-TZVPD basis set.

Last column: Mulliken charge in e.
Element x y z (Å)
C 1.22011 -1.31028 -0.90798  -1.33
N -0.06921 1.29491 1.37686  0.07
C -1.99790 -0.80253 -0.05032  0.38
C 0.90960 0.83194 0.47610  -0.15
C -1.02019 0.41692 1.69138  -0.86
C 0.57921 -0.41890 0.09767  0.35
N -2.04127 0.13720 -1.02681  -0.31
N 1.90209 1.70364 0.04661  -0.54
C -0.67571 -0.76338 0.82892  0.57
O -2.83013 -1.66664 0.07612  -0.61
H -0.03633 2.22683 1.76422  0.19
H -1.43787 0.93878 -1.00251  0.19
H -2.88698 0.20630 -1.57148  0.25
H 2.24953 2.32000 0.76838  0.24
H 2.65645 1.24187 -0.43942  0.23
H -0.67292 -1.70478 1.37506  0.40
H 2.11189 -0.85545 -1.34163  0.34
H 1.51817 -2.25433 -0.44875  0.29
H 0.52145 -1.54210 -1.71240  0.29

**E_HOMO**: -8.3 eV
**Multiplicity**: 1
**DFT total energy**: -473.48828 a.u.
**Lowest unoccupied orbital energy**: 0.506 eV
**Gap between HOMO and LUMO**: 8.84 eV
**Charge**: 0
**Energy above the lowest of the compared OMol25 structures with the same formula, charge and spin**: 1.672 eV

***

Entry 6:
Below is a cluster of 2 separate species, C6H9N3O in total at a distorted geometry, with properties calculated with ωB97M-V with the def2-TZVPD basis set.

Last column: Mulliken charge in e.
Element x y z (Å)
C 0.70618 2.29519 -1.52745  -0.18
C -1.17339 1.61787 -0.91229  0.04
C -0.13015 -0.90292 1.51449  0.07
C -0.36980 -0.45329 0.15565  0.25
C 0.26216 0.05460 2.60727  -1.28
C 0.35820 -2.40224 -1.82686  -0.92
N -0.60874 2.59844 -1.56297  -0.60
N 0.98510 1.18768 -0.88587  -0.87
N -0.21735 0.74508 -0.47744  0.75
O -1.44077 -0.76000 0.94393  -0.44
H 1.46184 2.90551 -1.97574  0.42
H -2.21610 1.49060 -0.71305  0.42
H 0.17026 -1.93737 1.64921  0.38
H 1.34676 0.15058 2.61957  0.29
H -0.07754 -0.30736 3.57107  0.37
H -0.17474 1.03259 2.42427  0.35
H 0.31694 -3.23259 -1.15747  0.30
H 1.28357 -1.89241 -1.99017  0.33
H -0.48242 -2.18996 -2.45614  0.32

**E_HOMO (spin up / spin down)**: -8.0 / -8.7 eV
**Multiplicity**: 1
**DFT total energy**: -473.35005 a.u.
**Lowest unoccupied orbital energy (spin up / spin down)**: 0.299 / -0.103 eV
**Gap between HOMO and LUMO (spin up / spin down)**: 8.33 / 8.55 eV
**Charge**: 0
**Energy above the lowest of the compared OMol25 structures with the same formula, charge and spin**: 5.433 eV